C3H15N2O2 | the ωB97M-V functional and the def2-TZVPD basis

Values from the calculation:
Orbital gap (spin up / spin down) in hartree: 0.2860 / 0.2271
Calculated total energy in eV: -10420.784
HOMO energy (spin up / spin down) in eV: -7.3 / -6.7
LUMO level (spin up / spin down) in eV: 0.52 / -0.55
2S+1: 2
ΔE to the lowest compared entry with this formula, charge and spin in kcal/mol: 123.3

Positions of all 22 atoms, in Å:
1 C -1.03 0.12 0.85
2 C -2.34 -0.05 1.64
3 C -1.91 1.37 1.25
4 N -2.85 0.68 -1.16
5 N -1.36 -1.19 -2.45
6 H -0.04 0.07 1.36
7 H -1.09 -0.21 -0.14
8 H -3.14 -0.47 1.05
9 H -2.29 -0.36 2.73
10 H -1.34 2.13 0.80
11 H -2.86 1.90 1.58
12 H -1.30 -0.34 -1.94
13 H -2.86 1.63 -1.04
14 H -3.77 0.49 -1.56
15 H -2.03 -1.90 -2.05
16 H -1.84 -0.99 -3.32
17 H 4.17 -0.92 0.93
18 H 2.92 -1.50 0.10
19 O 3.18 -1.17 0.99
20 H 5.83 0.67 -0.91
21 H 4.24 0.55 -0.54
22 O 5.13 0.44 -0.26